Density functional theory data (ωB97M-V/def2-TZVPD) for a single C21H16F3N3O6S molecule.

XYZ file:
```
50
Properties=species:S:1:pos:R:3
C -7.593 -1.313 0.091
O -6.218 -0.964 0.065
C -5.922 0.284 0.434
O -6.750 1.093 0.775
C -4.460 0.567 0.378
C -4.025 1.850 0.710
C -2.682 2.138 0.668
C -1.742 1.169 0.302
C -0.315 1.539 0.297
O 0.610 0.766 0.115
O -0.108 2.835 0.528
C 1.244 3.269 0.538
C -2.183 -0.131 -0.038
N -1.262 -1.092 -0.423
C -1.487 -2.395 -0.753
O -2.559 -2.953 -0.749
C -0.223 -3.131 -1.177
S 1.052 -3.208 0.129
C 2.080 -1.883 -0.323
N 3.123 -1.665 0.460
C 3.905 -0.632 0.166
C 5.040 -0.407 1.020
C 5.475 -1.111 2.121
C 6.636 -0.455 2.570
C 6.826 0.596 1.717
O 5.873 0.634 0.783
C 3.623 0.212 -0.926
C 2.512 -0.129 -1.666
C 2.071 0.703 -2.846
F 0.780 0.541 -3.141
F 2.767 0.408 -3.958
F 2.259 2.016 -2.626
N 1.750 -1.178 -1.401
C -3.550 -0.410 0.008
H -8.161 -0.670 -0.585
H -7.995 -1.200 1.100
H -7.648 -2.350 -0.230
H -4.754 2.593 0.994
H -2.331 3.125 0.925
H 1.653 3.259 -0.474
H 1.848 2.616 1.172
H 1.233 4.283 0.931
H -0.301 -0.751 -0.461
H 0.235 -2.641 -2.036
H -0.487 -4.162 -1.411
H 5.003 -1.979 2.531
H 7.247 -0.721 3.407
H 7.581 1.357 1.680
H 4.228 1.073 -1.147
H -3.898 -1.397 -0.246
```

**Charge**: 0
**Energy relative to the best compared isomer or geometry (same formula, charge and spin)**: 0.0 kcal/mol
**LUMO**: -0.4 eV
**SMILES**: COC(=O)c1ccc(C(=O)OC)c(NC(=O)CSc2nc(-c3ccco3)cc(C(F)(F)F)n2)c1